The molecule C5H12O in a non-equilibrium geometry. Source: the OMol25 dataset; level of theory: the ωB97M-V functional and the def2-TZVPD basis.

HOMO level   -9.77 eV
LUMO   1.1783 eV
SMILES string   CCCOCC
Relative energy (zero: lowest compared OMol25 entry of this formula, charge and spin)   1.596 eV
E   -272.8900 Eh

Geometry as ORCA input:
```
! wB97M-V def2-TZVPD RIJCOSX def2/J DEFGRID3
* xyz 0 1
C -1.01930 2.03277 -1.55332
C -0.77615 0.53405 -1.60640
C -0.18075 0.06358 -0.26658
O -0.22107 -1.32129 -0.22762
C 0.05574 -1.69701 1.08359
C 1.50672 -1.42631 1.50309
H -1.48219 2.41239 -2.46860
H -0.07636 2.57135 -1.39942
H -1.67387 2.25683 -0.70586
H -0.13813 0.29682 -2.48268
H -1.70860 -0.01654 -1.78110
H 0.85346 0.43782 -0.14563
H -0.71170 0.33659 0.83283
H -0.18690 -2.77483 1.11717
H -0.60818 -0.90794 1.69035
H 1.80923 -2.11226 2.29765
H 1.57440 -0.40710 1.88973
H 2.22886 -1.52022 0.67847
*
```

A cluster of 3 separate species, C5H12O in total in a non-equilibrium geometry. Source: the OMol25 dataset; level of theory: the ωB97M-V functional and the def2-TZVPD basis.

HOMO level   -7.75 eV
LUMO   0.8428 eV
Relative energy (zero: lowest compared OMol25 entry of this formula, charge and spin)   5.738 eV
E   -272.7378 Eh

Geometry as ORCA input:
```
! wB97M-V def2-TZVPD RIJCOSX def2/J DEFGRID3
* xyz 0 1
C 2.32589 1.09878 0.07866
C 1.74189 -0.16966 -0.44264
C -0.46048 -0.35210 0.81253
O -0.46531 0.69193 1.59511
C -1.28775 -0.36551 -0.36350
C -2.57806 -1.01655 -0.09275
H 3.12303 1.54639 -0.54003
H 1.44059 1.71737 0.14176
H 2.52275 0.81564 1.11273
H 1.60955 0.13098 -1.50271
H 2.67981 -0.75919 -0.53081
H 1.06829 -0.99838 0.58429
H -0.74087 1.49206 1.10394
H -1.50346 0.64924 -0.73725
H -0.73203 -0.92082 -1.12256
H -3.20343 -1.03573 -0.98915
H -2.37593 -2.03816 0.23337
H -3.16448 -0.48629 0.65902
*
```

The molecule C5H12O2. Source: the OMol25 dataset; level of theory: the ωB97M-V functional and the def2-TZVPD basis.

HOMO level   -9.95 eV
LUMO   0.7772 eV
SMILES string   CC[C@@H](O)CCO
Relative energy (zero: lowest compared OMol25 entry of this formula, charge and spin)   0.758 eV
E   -348.1770 Eh

Geometry as ORCA input:
```
! wB97M-V def2-TZVPD RIJCOSX def2/J DEFGRID3
* xyz 0 1
C -2.08095 -1.15491 1.36192
C -1.48872 -0.63661 0.05361
C -0.05263 -0.14647 0.22262
O 0.65169 -1.13775 0.95650
C 0.64886 0.15548 -1.12035
C 1.52950 1.39080 -1.09379
O 2.44689 1.22840 -0.02253
H -3.09311 -1.54930 1.22280
H -1.45117 -1.95313 1.76002
H -2.12619 -0.36424 2.11977
H -2.08862 0.19625 -0.34091
H -1.50218 -1.43186 -0.70101
H -0.08857 0.77699 0.82436
H 1.55323 -0.80420 1.04413
H -0.09712 0.27139 -1.91294
H 1.28691 -0.69390 -1.40361
H 0.92497 2.30312 -0.96400
H 2.05804 1.47202 -2.05561
H 2.96624 2.03576 0.06902
*
```

A cluster of 2 separate species, C5H12O2 in total in a non-equilibrium geometry. Source: the OMol25 dataset; level of theory: the ωB97M-V functional and the def2-TZVPD basis.

HOMO level   -9.36 eV
LUMO   1.0142 eV
SMILES string   CC/C=C/CO.O
Relative energy (zero: lowest compared OMol25 entry of this formula, charge and spin)   1.843 eV
E   -348.1371 Eh

Geometry as ORCA input:
```
! wB97M-V def2-TZVPD RIJCOSX def2/J DEFGRID3
* xyz 0 1
C -2.09533 -2.77891 0.15707
C -1.29645 -1.85686 -0.77385
C 0.01167 -1.51835 -0.06214
C 0.76685 -0.44966 -0.28089
C 2.00717 -0.21154 0.52954
O 2.99188 0.57108 -0.12225
H -2.38823 -2.30175 1.09640
H -1.50722 -3.65246 0.42569
H -3.05195 -3.06712 -0.28829
H -1.83629 -0.91493 -0.87726
H -1.09600 -2.34575 -1.72347
H 0.30866 -2.22991 0.69540
H 0.42213 0.40771 -0.84977
H 2.41000 -1.13145 0.96400
H 1.76217 0.38086 1.40729
H 3.54109 0.03583 -0.69952
O -0.09520 6.84093 0.27260
H 0.00735 7.78490 0.26965
H -0.86229 6.43738 -0.14019
*
```

A cluster of 3 separate species, C5H12O2 in total in a non-equilibrium geometry. Source: the OMol25 dataset; level of theory: the ωB97M-V functional and the def2-TZVPD basis.

HOMO level   -8.92 eV
LUMO   0.8017 eV
SMILES string   C=C/C=C/C.O.O
Relative energy (zero: lowest compared OMol25 entry of this formula, charge and spin)   1.555 eV
E   -348.1477 Eh

Geometry as ORCA input:
```
! wB97M-V def2-TZVPD RIJCOSX def2/J DEFGRID3
* xyz 0 1
C 0.89724 2.37995 -0.88023
C 0.04224 1.40119 -1.19138
C 0.29698 -0.03024 -0.98461
C -0.65698 -0.93704 -1.17081
C -0.54238 -2.40762 -0.91108
H 0.56710 3.40423 -0.95950
H 1.92062 2.33495 -0.49873
H -0.91857 1.70223 -1.57052
H 1.27137 -0.27318 -0.58092
H -1.63886 -0.63143 -1.50247
H 0.45203 -2.71747 -0.60377
H -0.72964 -2.98590 -1.82779
H -1.25057 -2.72829 -0.13353
O 0.07535 -1.52857 2.29665
H -0.26300 -0.63040 2.16576
H 1.03433 -1.42156 2.26465
O 0.00047 1.45926 2.28298
H -0.84254 1.90419 2.41295
H 0.28481 1.70571 1.39234
*
```

The molecule C5H12O2. Source: the OMol25 dataset; level of theory: the ωB97M-V functional and the def2-TZVPD basis.

HOMO level   -10.13 eV
LUMO   0.8048 eV
SMILES string   CC[C@@H](O)[C@@H](C)O
Relative energy (zero: lowest compared OMol25 entry of this formula, charge and spin)   0.590 eV
E   -348.1831 Eh

Geometry as ORCA input:
```
! wB97M-V def2-TZVPD RIJCOSX def2/J DEFGRID3
* xyz 0 1
C 0.75721 1.96297 1.62864
C 0.81800 0.49474 1.20862
C -0.23747 0.23191 0.13323
O -0.04010 1.10836 -0.96599
C -0.30539 -1.19883 -0.40352
C -1.37592 -1.28900 -1.48825
O 0.99019 -1.47654 -0.93227
H 0.85680 2.59928 0.74486
H -0.21143 2.19307 2.09006
H 1.54403 2.22598 2.34170
H 1.80768 0.24808 0.80382
H 0.65551 -0.16461 2.07229
H -1.22507 0.47421 0.54857
H 0.71226 0.72820 -1.44541
H -0.53433 -1.89653 0.41838
H -1.07094 -0.68954 -2.35026
H -1.55341 -2.32050 -1.81196
H -2.32328 -0.87696 -1.12500
H 0.92968 -2.26237 -1.48921
*
```

The molecule C5H12O2. Source: the OMol25 dataset; level of theory: the ωB97M-V functional and the def2-TZVPD basis.

HOMO level   -9.88 eV
LUMO   0.9698 eV
SMILES string   CO[C@@H](C)CCO
Relative energy (zero: lowest compared OMol25 entry of this formula, charge and spin)   1.069 eV
E   -348.1655 Eh

Geometry as ORCA input:
```
! wB97M-V def2-TZVPD RIJCOSX def2/J DEFGRID3
* xyz 0 1
C 1.22353 1.85358 0.57060
O 0.21281 0.87349 0.63353
C 0.31347 -0.16531 -0.34112
C 1.68079 -0.84124 -0.32827
C -0.81463 -1.14890 -0.04069
C -2.21339 -0.56773 -0.23776
O -2.54863 0.41691 0.71115
H 1.38789 2.20592 -0.45870
H 2.17449 1.47694 0.96975
H 0.89585 2.69425 1.18620
H 0.14658 0.28209 -1.33857
H 1.93609 -1.16404 0.68718
H 2.47076 -0.17656 -0.69205
H 1.66707 -1.72157 -0.97870
H -0.70808 -1.49500 0.99547
H -0.69577 -2.02106 -0.69597
H -2.29425 -0.17743 -1.26852
H -2.95761 -1.36660 -0.14042
H -1.75610 0.96308 0.82726
*
```

A cluster of 3 separate species, C5H12O2 in total in a non-equilibrium geometry. Source: the OMol25 dataset; level of theory: the ωB97M-V functional and the def2-TZVPD basis.

HOMO level   -9.17 eV
LUMO   0.6558 eV
SMILES string   C=C/C=C/C.O.O
Relative energy (zero: lowest compared OMol25 entry of this formula, charge and spin)   2.609 eV
E   -348.1089 Eh

Geometry as ORCA input:
```
! wB97M-V def2-TZVPD RIJCOSX def2/J DEFGRID3
* xyz 0 1
C 0.55985 2.87708 -0.90795
C -0.26256 1.83383 -0.99292
C 0.19810 0.60750 -1.69736
C 0.24765 -0.58949 -1.10451
C 0.69162 -1.83897 -1.79099
H 0.26672 3.90146 -0.71247
H 1.46234 2.85691 -1.51662
H -1.17985 1.71821 -0.42525
H 0.89142 0.78195 -2.51723
H -0.27501 -0.62888 -0.15835
H 0.83785 -1.66774 -2.86218
H 1.60304 -2.25389 -1.35994
H -0.11566 -2.57573 -1.84776
O -2.10922 -0.09320 2.65769
H -1.96827 -0.20560 1.71772
H -2.01851 -0.85581 3.22753
O 0.81344 -1.75400 2.49137
H 0.48152 -1.45366 1.63798
H 1.76962 -1.70096 2.38821
*
```

The molecule C5H12O2. Source: the OMol25 dataset; level of theory: the ωB97M-V functional and the def2-TZVPD basis.

HOMO level   -7.83 eV
LUMO   0.7395 eV
Relative energy (zero: lowest compared OMol25 entry of this formula, charge and spin)   4.674 eV
E   -348.0330 Eh

Geometry as ORCA input:
```
! wB97M-V def2-TZVPD RIJCOSX def2/J DEFGRID3
* xyz 0 1
C -2.22309 -0.43907 1.45074
O -0.58316 -0.36383 0.93368
C -0.21268 0.48090 -0.20120
C -0.37053 1.94619 0.16483
C 1.19212 0.11316 -0.66019
C 1.37569 -1.36657 -1.00138
O 1.41314 -2.19775 0.13554
H -2.62924 0.28807 0.71551
H -0.19934 -0.01308 1.75104
H -2.42928 -1.41481 0.96878
H -0.94994 0.18766 -0.95591
H 0.36813 2.23639 0.92250
H -1.37170 2.14749 0.55550
H -0.20508 2.57276 -0.71720
H 1.91969 0.38856 0.11542
H 1.41818 0.72480 -1.54388
H 0.59009 -1.68220 -1.70884
H 2.33703 -1.50125 -1.50643
H 0.55995 -2.10741 0.58147
*
```

A cluster of 2 separate species, C5H12O2 in total. Source: the OMol25 dataset; level of theory: the ωB97M-V functional and the def2-TZVPD basis.

HOMO level   -8.76 eV
LUMO   0.7603 eV
SMILES string   CC/C=C(\C)O.O
Relative energy (zero: lowest compared OMol25 entry of this formula, charge and spin)   0.984 eV
E   -348.1687 Eh

Geometry as ORCA input:
```
! wB97M-V def2-TZVPD RIJCOSX def2/J DEFGRID3
* xyz 0 1
C 2.17511 0.40464 1.07989
C 1.20729 0.77247 -0.04698
C 0.38459 -0.41401 -0.48523
C -0.84441 -0.39125 -1.01337
C -1.66549 0.83306 -1.30171
O -1.40485 -1.58294 -1.39993
H 1.62210 0.02662 1.94683
H 2.87553 -0.37378 0.75308
H 2.76488 1.27358 1.39051
H 0.55493 1.58673 0.29476
H 1.77483 1.17370 -0.89888
H 0.85144 -1.39619 -0.39649
H -1.66213 1.04061 -2.37852
H -2.70956 0.69432 -0.99123
H -1.27474 1.71301 -0.78657
H -2.35161 -1.45949 -1.53726
O -0.79628 -0.92894 2.31977
H -0.54117 -1.85743 2.25957
H -0.74708 -0.63835 1.39653
*
```

Question: Look up the LUMO of the tenth one.
Answer: 0.7603 eV

Question: Number 10 is which compound?
Answer: C5H12O2

Please write out number 1 again, unchanged.
The molecule C5H12O in a non-equilibrium geometry. Source: the OMol25 dataset; level of theory: the ωB97M-V functional and the def2-TZVPD basis.

HOMO level   -9.77 eV
LUMO   1.1783 eV
SMILES string   CCCOCC
Relative energy (zero: lowest compared OMol25 entry of this formula, charge and spin)   1.596 eV
E   -272.8900 Eh

Geometry as ORCA input:
```
! wB97M-V def2-TZVPD RIJCOSX def2/J DEFGRID3
* xyz 0 1
C -1.01930 2.03277 -1.55332
C -0.77615 0.53405 -1.60640
C -0.18075 0.06358 -0.26658
O -0.22107 -1.32129 -0.22762
C 0.05574 -1.69701 1.08359
C 1.50672 -1.42631 1.50309
H -1.48219 2.41239 -2.46860
H -0.07636 2.57135 -1.39942
H -1.67387 2.25683 -0.70586
H -0.13813 0.29682 -2.48268
H -1.70860 -0.01654 -1.78110
H 0.85346 0.43782 -0.14563
H -0.71170 0.33659 0.83283
H -0.18690 -2.77483 1.11717
H -0.60818 -0.90794 1.69035
H 1.80923 -2.11226 2.29765
H 1.57440 -0.40710 1.88973
H 2.22886 -1.52022 0.67847
*
```